{
  "formula": "C50H133N11O14",
  "method": "the ωB97M-V functional and the def2-TZVPD basis",
  "gap_ev": 8.9132,
  "e_above_lowest_ev": 0.000,
  "smiles": "COC[C@H](C)N.COC[C@H](C)N.COC[C@H](C)N.COC[C@H](C)N.COC[C@H](C)N.COC[C@H](C)N.COC[C@H](C)N.COC[C@H](C)N.COCCNCCOC.COCCNCCOC.COCCNCCOC",
  "lumo_energy_ev": 0.5,
  "e_tot_ha": -3640.16622,
  "symbols": ["C", "O", "C", "C", "C", "N", "H", "H", "H", "H", "H", "H", "H", "H", "H", "H", "H", "C", "O", "C", "C", "C", "N", "H", "H", "H", "H", "H", "H", "H", "H", "H", "H", "H", "C", "O", "C", "C", "C", "N", "H", "H", "H", "H", "H", "H", "H", "H", "H", "H", "H", "C", "O", "C", "C", "C", "N", "H", "H", "H", "H", "H", "H", "H", "H", "H", "H", "H", "C", "O", "C", "C", "C", "N", "H", "H", "H", "H", "H", "H", "H", "H", "H", "H", "H", "C", "O", "C", "C", "C", "N", "H", "H", "H", "H", "H", "H", "H", "H", "H", "H", "H", "C", "O", "C", "C", "C", "N", "H", "H", "H", "H", "H", "H", "H", "H", "H", "H", "H", "C", "O", "C", "C", "C", "N", "H", "H", "H", "H", "H", "H", "H", "H", "H", "H", "H", "C", "O", "C", "C", "N", "C", "C", "O", "C", "H", "H", "H", "H", "H", "H", "H", "H", "H", "H", "H", "H", "H", "H", "H", "C", "O", "C", "C", "N", "C", "C", "O", "C", "H", "H", "H", "H", "H", "H", "H", "H", "H", "H", "H", "H", "H", "H", "H", "C", "O", "C", "C", "N", "C", "C", "O", "C", "H", "H", "H", "H", "H", "H", "H", "H", "H", "H", "H", "H", "H", "H", "H"],
  "positions_angstrom": [[4.650, 1.607, 0.658], [4.306, 0.305, 1.091], [4.966, -0.036, 2.300], [4.198, -1.086, 3.132], [3.818, -2.221, 2.199], [2.983, -0.561, 3.750], [4.154, 2.297, 1.357], [4.170, 1.765, -0.339], [5.723, 1.819, 0.626], [5.988, -0.284, 2.086], [5.007, 0.803, 3.005], [4.752, -1.389, 4.001], [4.717, -2.588, 1.680], [3.109, -1.753, 1.577], [3.424, -3.080, 2.713], [2.407, -0.278, 2.938], [3.135, 0.333, 4.238], [0.275, -4.118, -2.193], [1.443, -4.020, -1.460], [2.073, -5.292, -1.359], [3.274, -5.159, -0.492], [4.185, -4.160, -1.210], [3.871, -6.456, -0.313], [-0.428, -4.801, -1.668], [0.523, -4.447, -3.200], [-0.256, -3.165, -2.289], [1.328, -6.040, -1.010], [2.362, -5.680, -2.329], [2.897, -4.722, 0.449], [4.472, -4.665, -2.151], [5.123, -3.965, -0.646], [3.702, -3.212, -1.321], [3.322, -7.018, 0.303], [4.821, -6.413, 0.027], [-4.602, -0.663, 3.568], [-3.456, -1.481, 3.597], [-2.243, -0.797, 3.510], [-1.939, -0.071, 4.786], [-0.596, 0.677, 4.594], [-1.808, -1.094, 5.848], [-5.413, -1.364, 3.373], [-4.598, -0.012, 2.704], [-4.704, -0.178, 4.528], [-1.433, -1.501, 3.357], [-2.399, -0.087, 2.673], [-2.764, 0.615, 4.932], [-0.213, 1.065, 5.525], [-0.730, 1.443, 3.824], [0.136, -0.123, 4.366], [-1.665, -0.598, 6.749], [-2.717, -1.501, 6.031], [-0.063, -4.821, 1.441], [0.243, -5.116, 2.783], [0.413, -3.968, 3.524], [1.062, -4.313, 4.849], [0.155, -5.265, 5.631], [1.441, -3.147, 5.586], [0.824, -4.326, 1.005], [-0.947, -4.206, 1.260], [-0.074, -5.732, 0.883], [1.016, -3.203, 3.018], [-0.559, -3.501, 3.678], [1.981, -4.875, 4.636], [-0.040, -6.227, 5.181], [-0.720, -4.669, 5.880], [0.636, -5.543, 6.603], [0.674, -2.630, 5.991], [2.085, -2.509, 5.113], [4.357, 1.250, -3.141], [4.973, 2.495, -2.879], [6.362, 2.308, -2.827], [7.129, 3.606, -2.528], [6.768, 4.729, -3.455], [8.562, 3.377, -2.545], [3.269, 1.304, -3.298], [4.430, 0.547, -2.305], [4.781, 0.761, -4.026], [6.577, 1.563, -2.032], [6.699, 1.838, -3.761], [6.798, 4.042, -1.551], [7.272, 5.651, -3.152], [5.709, 4.931, -3.365], [7.006, 4.506, -4.502], [8.852, 2.616, -1.920], [8.852, 3.114, -3.470], [-4.932, -1.743, -4.711], [-3.910, -1.051, -3.951], [-4.416, 0.178, -3.462], [-3.541, 0.930, -2.405], [-2.304, 1.477, -3.004], [-3.109, -0.127, -1.423], [-5.187, -1.134, -5.577], [-5.774, -1.836, -4.046], [-4.464, -2.678, -5.045], [-4.614, 0.815, -4.357], [-5.372, -0.088, -3.003], [-4.272, 1.575, -1.859], [-1.492, 1.752, -2.308], [-2.420, 2.380, -3.610], [-1.906, 0.685, -3.650], [-2.263, 0.168, -0.934], [-2.839, -0.951, -1.985], [3.717, -1.660, -8.869], [3.825, -1.971, -7.504], [2.783, -1.210, -6.867], [2.768, -1.416, -5.343], [2.874, -2.894, -5.097], [1.458, -0.833, -4.857], [4.457, -2.251, -9.409], [3.828, -0.552, -9.068], [2.749, -2.016, -9.249], [2.922, -0.176, -7.018], [1.883, -1.622, -7.272], [3.567, -0.850, -4.853], [3.909, -3.259, -5.117], [2.267, -3.479, -5.798], [2.536, -3.029, -4.061], [0.676, -1.382, -5.215], [1.415, -0.951, -3.830], [-0.096, 2.117, 1.049], [-0.354, 1.422, -0.144], [0.791, 0.952, -0.856], [0.764, -0.536, -0.969], [0.422, -1.165, 0.347], [1.981, -1.004, -1.592], [0.579, 2.943, 0.977], [0.308, 1.604, 1.895], [-1.067, 2.471, 1.392], [0.859, 1.461, -1.837], [1.734, 1.264, -0.371], [-0.079, -0.769, -1.662], [-0.471, -0.707, 0.772], [1.297, -1.025, 1.005], [0.298, -2.247, 0.277], [1.932, -2.020, -1.617], [2.745, -0.720, -0.980], [-3.293, -2.562, 0.511], [-3.064, -3.230, -0.741], [-4.249, -3.324, -1.558], [-5.273, -4.134, -0.773], [-4.744, -5.438, -0.388], [-5.646, -6.107, 0.571], [-4.892, -7.155, 1.284], [-3.889, -6.489, 2.033], [-2.911, -7.398, 2.525], [-3.969, -3.086, 1.199], [-3.714, -1.595, 0.251], [-2.307, -2.437, 0.985], [-3.906, -3.955, -2.379], [-4.621, -2.316, -1.771], [-6.111, -4.279, -1.430], [-5.682, -3.536, 0.009], [-3.858, -5.243, 0.047], [-6.489, -6.562, 0.032], [-6.045, -5.424, 1.347], [-4.449, -7.927, 0.666], [-5.632, -7.633, 1.952], [-2.512, -7.901, 1.651], [-3.237, -8.166, 3.235], [-2.099, -6.861, 3.008], [-1.621, 6.583, -2.402], [-2.734, 5.908, -1.858], [-2.303, 4.675, -1.203], [-3.445, 4.102, -0.481], [-4.034, 4.814, 0.649], [-4.606, 6.115, 0.337], [-5.294, 6.646, 1.591], [-4.290, 6.976, 2.610], [-3.899, 8.316, 2.651], [-0.913, 6.891, -1.655], [-1.957, 7.465, -2.950], [-1.130, 5.936, -3.153], [-1.549, 4.887, -0.449], [-1.957, 3.940, -1.953], [-3.204, 3.103, -0.078], [-4.268, 3.934, -1.168], [-3.332, 4.861, 1.383], [-5.324, 6.002, -0.469], [-3.861, 6.862, 0.051], [-5.888, 5.837, 2.062], [-5.868, 7.547, 1.379], [-3.485, 8.573, 1.687], [-3.091, 8.433, 3.356], [-4.731, 8.916, 2.999], [-3.224, 3.372, 3.750], [-2.003, 3.875, 3.187], [-1.367, 4.887, 3.982], [-0.780, 5.942, 3.061], [0.262, 5.374, 2.246], [1.073, 6.338, 1.494], [2.077, 5.662, 0.620], [1.378, 5.155, -0.485], [2.214, 4.246, -1.271], [-3.973, 4.133, 3.643], [-3.094, 3.106, 4.807], [-3.361, 2.405, 3.241], [-0.492, 4.517, 4.550], [-2.154, 5.332, 4.599], [-0.293, 6.757, 3.634], [-1.536, 6.404, 2.437], [-0.126, 4.671, 1.633], [1.645, 6.914, 2.211], [0.371, 6.961, 0.925], [2.521, 4.845, 1.199], [2.819, 6.414, 0.279], [2.638, 3.612, -0.500], [2.969, 4.695, -1.895], [1.474, 3.739, -1.893]]
}

---

{
  "formula": "C37H47Cl3N3O7S2SiV",
  "method": "the ωB97M-V functional and the def2-TZVPD basis",
  "gap_ev": [6.4875, 6.2625],
  "spin_multiplicity": 3,
  "e_above_lowest_ev": 0.720,
  "lumo_energy_ev": [3.4, 3.4],
  "e_tot_ha": -5539.81590,
  "total_charge": -2,
  "symbols": ["V", "Cl", "C", "C", "C", "Cl", "C", "O", "C", "Cl", "C", "H", "H", "C", "C", "C", "C", "O", "Si", "S", "O", "C", "C", "C", "C", "O", "C", "C", "C", "C", "H", "H", "H", "H", "H", "H", "H", "H", "H", "H", "H", "H", "H", "H", "H", "H", "H", "H", "H", "H", "H", "H", "H", "H", "H", "H", "H", "O", "S", "O", "O", "C", "N", "C", "C", "C", "N", "C", "C", "C", "N", "C", "C", "H", "H", "H", "H", "H", "H", "C", "C", "C", "C", "C", "C", "C", "C", "C", "C", "H", "H", "H", "H", "H", "H", "H", "H", "H", "H", "H", "H"],
  "positions_angstrom": [[0.251, 0.519, -1.397], [-3.244, -3.061, -6.497], [-2.070, -2.199, -5.529], [-2.503, -1.437, -4.455], [-1.552, -0.767, -3.714], [-2.063, 0.173, -2.327], [-0.164, -0.798, -3.975], [0.700, -0.160, -3.262], [0.199, -1.613, -5.071], [1.883, -1.759, -5.461], [-0.725, -2.296, -5.840], [-3.549, -1.374, -4.195], [-0.389, -2.900, -6.670], [-1.766, -3.002, 1.790], [-0.858, -1.994, 1.094], [-0.419, -2.583, -0.247], [0.355, -1.700, 1.973], [-1.513, -0.764, 0.781], [-2.726, 0.070, 1.593], [-3.180, 1.793, 0.663], [-4.003, -1.005, 1.815], [-5.111, -1.323, 0.978], [-4.678, -1.496, -0.475], [-5.666, -2.643, 1.514], [-6.174, -0.233, 1.100], [-2.090, 0.102, 3.137], [-2.701, 0.440, 4.377], [-3.851, 1.429, 4.211], [-1.599, 1.070, 5.226], [-3.201, -0.850, 5.027], [-1.198, -3.918, 1.972], [-2.625, -3.243, 1.168], [-2.132, -2.620, 2.740], [0.093, -3.539, -0.114], [0.290, -1.922, -0.756], [-1.281, -2.730, -0.900], [0.861, -2.627, 2.257], [0.042, -1.177, 2.874], [1.075, -1.082, 1.438], [-3.908, -2.267, -0.552], [-4.273, -0.562, -0.861], [-5.528, -1.793, -1.095], [-4.924, -3.438, 1.429], [-6.558, -2.943, 0.959], [-5.931, -2.533, 2.567], [-5.756, 0.726, 0.797], [-6.509, -0.162, 2.137], [-7.040, -0.465, 0.475], [-3.524, 2.311, 3.664], [-4.228, 1.727, 5.194], [-4.669, 0.981, 3.651], [-1.230, 1.974, 4.742], [-0.766, 0.373, 5.329], [-1.966, 1.327, 6.222], [-3.922, -1.332, 4.368], [-3.678, -0.651, 5.990], [-2.367, -1.534, 5.190], [9.263, -4.767, 0.863], [8.503, -4.021, -0.123], [7.417, -4.755, -0.746], [9.309, -3.231, -1.041], [7.649, -2.730, 0.854], [8.233, -2.297, 1.967], [7.607, -1.340, 2.633], [6.408, -0.786, 2.217], [5.885, -1.303, 1.036], [6.501, -2.269, 0.364], [4.598, -0.810, 0.450], [4.059, -1.442, -0.668], [2.871, -0.967, -1.195], [2.195, 0.061, -0.667], [2.726, 0.684, 0.392], [3.909, 0.282, 0.977], [8.080, -0.995, 3.549], [5.929, -0.010, 2.793], [4.565, -2.284, -1.117], [2.432, -1.413, -2.080], [2.156, 1.528, 0.760], [4.268, 0.834, 1.833], [0.456, 4.653, -0.163], [0.104, 3.777, -1.381], [-1.331, 4.115, -1.818], [0.121, 2.326, -0.991], [1.098, 4.098, -2.500], [2.182, 3.271, -2.781], [3.098, 3.590, -3.773], [2.954, 4.753, -4.512], [1.885, 5.594, -4.242], [0.974, 5.269, -3.250], [-0.276, 4.484, 0.629], [0.461, 5.714, -0.425], [1.445, 4.396, 0.224], [-2.029, 3.750, -1.064], [-1.572, 3.623, -2.763], [-1.490, 5.191, -1.939], [-0.347, 2.194, 0.013], [2.283, 2.351, -2.223], [3.919, 2.914, -3.974], [3.663, 4.997, -5.294], [1.754, 6.507, -4.811], [0.145, 5.939, -3.060]]
}

---

{
  "formula": "C28H31FO8",
  "method": "the ωB97M-V functional and the def2-TZVPD basis",
  "gap_ev": 6.9754,
  "smiles": "CCCO[C@H](F)OC(=O)COc1cc(C)ccc1C(C)C.O=C1C=CC(=O)C=C1.O=C1C=CC(=O)C=C1",
  "lumo_energy_ev": -1.7,
  "e_tot_ha": -1787.23726,
  "symbols": ["C", "C", "C", "O", "C", "F", "O", "C", "O", "C", "O", "C", "C", "C", "C", "C", "C", "C", "C", "C", "C", "H", "H", "H", "H", "H", "H", "H", "H", "H", "H", "H", "H", "H", "H", "H", "H", "H", "H", "H", "H", "H", "H", "H", "O", "C", "C", "C", "C", "O", "C", "C", "H", "H", "H", "H", "O", "C", "C", "C", "C", "O", "C", "C", "H", "H", "H", "H"],
  "positions_angstrom": [[-3.067, -0.572, -5.202], [-3.030, -1.920, -4.449], [-1.796, -2.714, -4.884], [-0.691, -2.192, -4.124], [0.460, -2.935, -4.148], [0.529, -3.710, -5.261], [0.493, -3.769, -3.015], [1.716, -3.757, -2.390], [2.697, -4.143, -2.916], [1.762, -3.176, -0.995], [2.573, -2.025, -1.102], [2.352, -1.096, -0.087], [1.292, -0.213, -0.252], [1.002, 0.766, 0.694], [-0.118, 1.744, 0.491], [1.805, 0.822, 1.834], [2.854, -0.076, 1.994], [3.164, -1.058, 1.041], [4.319, -1.993, 1.342], [3.860, -3.145, 2.245], [5.123, -2.492, 0.128], [-2.042, -0.308, -5.444], [-3.500, 0.219, -4.600], [-3.618, -0.723, -6.126], [-2.911, -1.744, -3.383], [-3.914, -2.514, -4.660], [-1.942, -3.779, -4.733], [-1.604, -2.488, -5.931], [1.309, -2.254, -4.179], [0.772, -2.967, -0.595], [2.248, -3.930, -0.372], [0.659, -0.266, -1.129], [0.258, 2.574, -0.108], [-0.978, 1.308, -0.009], [-0.427, 2.182, 1.431], [1.654, 1.566, 2.611], [3.466, -0.027, 2.886], [5.014, -1.415, 1.954], [4.708, -3.661, 2.685], [3.257, -3.846, 1.670], [3.223, -2.738, 3.028], [4.919, -1.899, -0.753], [4.846, -3.524, -0.082], [6.194, -2.491, 0.314], [-0.287, 3.229, 8.746], [-0.084, 3.188, 7.552], [-0.949, 2.387, 6.649], [-0.724, 2.341, 5.339], [0.400, 3.089, 4.727], [0.603, 3.046, 3.530], [1.266, 3.889, 5.625], [1.042, 3.936, 6.936], [-1.764, 1.850, 7.118], [-1.341, 1.763, 4.663], [2.080, 4.425, 5.155], [1.660, 4.513, 7.611], [-5.704, 1.732, -3.553], [-5.029, 2.188, -2.655], [-4.429, 3.542, -2.752], [-3.690, 4.042, -1.764], [-3.436, 3.267, -0.523], [-2.768, 3.724, 0.378], [-4.034, 1.911, -0.428], [-4.773, 1.412, -1.415], [-4.628, 4.091, -3.663], [-3.244, 5.027, -1.813], [-3.836, 1.363, 0.484], [-5.220, 0.427, -1.366]]
}